(1)
{"formula": "C14H28Cl4O3", "method": "the ωB97M-V functional and the def2-TZVPD basis", "species": ["C", "C", "C", "O", "C", "H", "H", "H", "H", "H", "H", "H", "H", "C", "C", "C", "O", "C", "H", "H", "H", "H", "H", "H", "H", "H", "C", "C", "C", "O", "C", "H", "H", "H", "H", "H", "H", "H", "H", "Cl", "C", "Cl", "H", "H", "Cl", "C", "Cl", "H", "H"], "xyz": [[3.6388, 0.2733, -2.9023], [4.6672, -0.6370, -3.5702], [3.8767, -1.3481, -4.6681], [2.5588, -1.4547, -4.1539], [2.2886, -0.2779, -3.4020], [3.7423, 1.2881, -3.2817], [3.7317, 0.2772, -1.8192], [5.0721, -1.3879, -2.8923], [5.5194, -0.0801, -3.9634], [4.2148, -2.3801, -4.7847], [3.8814, -0.8638, -5.6494], [1.5250, -0.5211, -2.6649], [1.8415, 0.4710, -4.0764], [2.9027, 0.6460, 0.7897], [2.3520, 0.6633, 2.2168], [1.9919, 2.1183, 2.4057], [1.4410, 2.5285, 1.1616], [2.1576, 1.8456, 0.1334], [2.7216, -0.2697, 0.2358], [3.9694, 0.8838, 0.7932], [3.0023, 0.2805, 3.0052], [1.4884, -0.0080, 2.2461], [2.9062, 2.6970, 2.6135], [1.2897, 2.3271, 3.2104], [2.8460, 2.5352, -0.3616], [1.4333, 1.4945, -0.6063], [-6.4699, 0.7694, 2.2406], [-5.8715, 1.9591, 1.4501], [-5.1285, 1.2627, 0.3061], [-5.7497, 0.0095, 0.1274], [-6.0514, -0.4564, 1.4300], [-7.5470, 0.8274, 2.3731], [-6.0386, 0.7404, 3.2438], [-5.1437, 2.5093, 2.0449], [-6.6595, 2.6351, 1.1288], [-4.0643, 1.1225, 0.5516], [-5.1496, 1.8018, -0.6428], [-5.2142, -1.0133, 1.8698], [-6.8446, -1.2024, 1.3326], [-2.5786, -1.8130, 0.6226], [-1.3073, -0.6715, 0.1622], [0.0922, -1.5175, -0.5359], [-1.7099, -0.0390, -0.6168], [-0.9673, -0.1472, 1.0449], [0.3643, -5.0662, 1.9866], [1.2159, -3.5785, 2.3366], [0.1788, -2.3847, 3.1744], [2.0896, -3.7360, 2.9557], [1.4942, -3.1124, 1.3985]], "forces_ev_per_a": [[-0.3, -0.1, -0.1], [0.4, 0.0, -0.4], [-0.1, -0.7, 0.4], [0.0, 0.1, 0.2], [-0.3, 0.4, -0.7], [0.1, 0.1, 0.2], [0.0, 0.0, 0.0], [-0.1, 0.0, 0.1], [0.0, 0.0, 0.0], [0.1, 0.1, -0.3], [0.1, 0.3, 0.1], [0.3, 0.0, 0.2], [0.0, -0.1, 0.1], [0.3, 1.0, 0.0], [-0.3, -0.8, 0.0], [0.3, 0.2, 0.0], [-0.1, -0.2, 0.1], [-0.1, -0.4, -0.1], [0.1, -0.1, 0.1], [0.0, -0.3, 0.0], [0.3, 0.1, -0.2], [-0.3, 0.4, 0.1], [0.0, 0.0, 0.0], [-0.2, -0.1, -0.1], [0.0, 0.0, 0.0], [0.0, 0.1, 0.0], [0.5, 0.1, 0.5], [0.2, -0.3, 0.2], [0.2, 0.3, -0.4], [0.0, 0.0, 0.0], [-0.5, -0.8, 0.0], [-0.1, 0.1, -0.2], [-0.1, -0.1, 0.0], [-0.2, 0.2, 0.1], [0.1, 0.0, -0.2], [-0.1, 0.0, 0.2], [-0.2, 0.0, 0.0], [0.3, 0.4, 0.0], [-0.1, 0.2, -0.1], [0.1, 0.1, 0.0], [-0.1, -0.5, -0.1], [0.0, 0.0, 0.0], [0.0, 0.2, 0.1], [0.0, 0.1, 0.0], [0.0, -0.2, 0.1], [-0.1, 0.8, -0.1], [0.1, -0.2, 0.0], [-0.1, -0.3, 0.1], [0.0, -0.1, 0.0]], "gap_ev": 10.22, "smiles": "C1CCOC1.C1CCOC1.C1CCOC1.ClCCl.ClCCl", "de_lowest_kj_mol": 0.0, "total_charge": 0}

=====

(2)
{"formula": "C14H28F6MgNO10S2", "method": "the ωB97M-V functional and the def2-TZVPD basis", "species": ["Mg", "C", "F", "F", "F", "S", "O", "O", "N", "S", "O", "O", "C", "F", "F", "F", "C", "O", "C", "C", "O", "C", "C", "O", "C", "H", "H", "H", "H", "H", "H", "H", "H", "H", "H", "H", "H", "H", "H", "C", "O", "C", "C", "O", "C", "C", "O", "C", "H", "H", "H", "H", "H", "H", "H", "H", "H", "H", "H", "H", "H", "H"], "xyz": [[-0.3254, 0.5799, 0.3081], [-4.4490, 3.7457, 3.9313], [-3.9580, 2.7665, 4.6609], [-5.7994, 3.6383, 3.8163], [-4.1338, 4.8987, 4.5094], [-3.7286, 3.5501, 2.1371], [-3.7873, 2.1156, 1.7290], [-4.5504, 4.3864, 1.2972], [-1.9724, 3.8993, 1.9997], [-1.7486, 5.3807, 2.7038], [-2.7838, 6.3546, 2.7195], [-1.0244, 5.2713, 3.9603], [-0.4000, 6.2322, 1.6104], [0.2810, 7.0277, 2.4296], [0.5199, 5.4175, 1.1525], [-1.0299, 6.7970, 0.5410], [4.4505, -2.8847, 0.8111], [3.7938, -1.6434, 0.4143], [4.7578, -0.6262, 0.2768], [4.0930, 0.7764, 0.1633], [2.8708, 0.8397, -0.5269], [3.1224, 1.0393, -1.9217], [1.8616, 1.4625, -2.6097], [0.7231, 0.7888, -2.1718], [-0.4614, 1.2632, -2.8330], [3.7986, -3.7512, 0.6995], [4.9510, -2.8879, 1.7794], [5.2442, -3.0943, 0.0941], [5.4578, -0.5976, -0.5582], [5.4940, -0.5084, 1.0719], [4.8153, 1.4976, -0.2191], [3.8275, 1.0834, 1.1749], [3.4584, 0.1068, -2.3751], [3.8942, 1.7787, -2.1355], [2.1106, 1.2373, -3.6467], [1.7450, 2.5449, -2.5567], [-0.4246, 1.1793, -3.9192], [-0.7249, 2.3105, -2.6854], [-1.2887, 0.6818, -2.4261], [-3.2906, -3.5179, -4.0643], [-2.3143, -3.2823, -3.0679], [-1.2381, -4.1486, -2.9230], [-0.1655, -3.6787, -1.8666], [-0.7583, -2.9297, -0.7775], [-1.4632, -3.7384, 0.2416], [-0.9590, -3.2066, 1.5855], [-0.6418, -1.8482, 1.6039], [-0.1136, -1.4262, 2.9045], [-3.9102, -2.6281, -4.1759], [-3.9004, -4.4202, -4.0201], [-2.7720, -3.5068, -5.0230], [-0.7260, -4.3138, -3.8710], [-1.7862, -5.0375, -2.6107], [0.4511, -2.9837, -2.4366], [0.4063, -4.4915, -1.4191], [-1.0945, -4.7616, 0.3136], [-2.5456, -3.7310, 0.1136], [-0.1039, -3.7815, 1.9411], [-1.7341, -3.3120, 2.3446], [0.7231, -1.9932, 3.3125], [-0.9298, -1.5419, 3.6176], [0.1865, -0.3788, 2.8708]], "forces_ev_per_a": [[0.5, -0.9, -0.5], [-0.4, 0.4, -0.2], [-0.2, -0.4, 0.1], [1.7, 0.0, 0.1], [-0.4, -0.7, -0.6], [1.3, -1.5, -3.3], [0.6, 1.6, 1.5], [0.6, 0.1, 1.1], [-3.4, 0.9, 1.2], [3.5, 0.5, 1.1], [-1.2, -0.2, -0.8], [-0.4, -0.8, -0.9], [-1.6, -0.7, 0.6], [-0.9, 1.1, -0.7], [0.6, -1.4, -1.0], [1.1, 0.2, 1.2], [0.4, 0.0, -1.2], [1.2, -0.7, 0.6], [0.0, 2.2, -0.7], [-0.1, -0.7, 2.3], [0.1, 0.5, -1.2], [-0.7, -1.1, 0.5], [1.5, 1.1, -0.7], [-1.6, -0.1, 1.2], [-0.7, 0.1, -0.2], [-0.5, 0.5, 0.3], [-0.5, 0.5, 0.3], [0.2, 0.1, -0.2], [-0.3, -1.5, -0.9], [-0.4, -0.4, 0.8], [0.0, 0.0, -0.1], [0.1, 0.2, 0.1], [0.1, -0.3, 0.2], [0.0, 0.2, 0.3], [-0.7, -0.1, -0.4], [-0.3, 0.1, 0.3], [0.2, -0.6, 0.0], [0.6, 0.3, 0.6], [-0.1, -0.3, -0.3], [1.1, 0.6, -1.3], [-0.5, 2.2, 0.8], [-0.6, -1.3, 0.7], [-2.1, 0.8, -0.4], [-0.5, -1.1, 0.4], [1.7, 1.2, -0.4], [-1.0, -0.6, 0.7], [1.6, 3.0, 0.1], [-1.2, -0.6, -0.1], [-0.2, -0.1, 0.7], [0.2, -0.1, 0.6], [0.1, -0.5, -0.4], [0.1, -0.2, -0.2], [1.0, -1.0, 0.1], [0.3, 0.1, 0.5], [0.1, -0.2, -0.5], [-0.2, -0.3, -0.8], [0.1, 0.3, -0.1], [0.3, 0.0, -0.2], [-0.3, -0.5, 0.1], [0.2, -0.3, -0.7], [0.0, 0.3, 0.2], [-0.1, 0.2, -0.2]], "gap_ev": 3.51, "de_lowest_kj_mol": 961.8, "total_charge": 1}

=====

(3)
{"formula": "C14H28N2O4S", "method": "the ωB97M-V functional and the def2-TZVPD basis", "species": ["C", "C", "S", "O", "O", "N", "C", "C", "C", "C", "C", "O", "N", "C", "C", "C", "O", "C", "C", "C", "C", "H", "H", "H", "H", "H", "H", "H", "H", "H", "H", "H", "H", "H", "H", "H", "H", "H", "H", "H", "H", "H", "H", "H", "H", "H", "H", "H", "H"], "xyz": [[-5.8823, -1.0662, 0.2254], [-4.6991, -0.4911, 0.9727], [-3.5129, 0.1469, -0.2468], [-3.0463, -0.9523, -1.0490], [-4.1156, 1.2567, -0.9270], [-2.3076, 0.7293, 0.7696], [-1.8039, 2.0516, 0.4574], [-0.7968, 2.0141, -0.6905], [0.3393, 1.0545, -0.3471], [-0.2268, -0.3376, -0.0467], [0.8965, -1.2771, 0.3763], [1.1583, -1.5227, 1.5374], [1.5655, -1.8186, -0.6615], [2.6655, -2.7378, -0.4956], [4.0269, -2.1057, -0.7918], [4.3620, -0.9447, 0.1496], [4.0982, 0.2713, -0.5195], [4.1147, 1.4253, 0.3032], [5.4646, 1.6573, 0.9888], [3.7761, 2.6078, -0.6001], [-1.2707, -0.2332, 1.0695], [-6.6269, -1.4631, 0.9124], [-5.5425, -1.8629, -0.4321], [-6.3371, -0.2896, -0.3847], [-4.1760, -1.2385, 1.5606], [-4.9665, 0.3591, 1.5918], [-2.6672, 2.6612, 0.1916], [-1.3395, 2.4532, 1.3638], [-1.3144, 1.6719, -1.5893], [-0.4072, 3.0170, -0.8729], [1.0525, 0.9946, -1.1715], [0.8716, 1.4200, 0.5349], [-0.7223, -0.7318, -0.9388], [1.3596, -1.5068, -1.5968], [2.6320, -3.0751, 0.5433], [2.5100, -3.5980, -1.1551], [4.0453, -1.7186, -1.8120], [4.7870, -2.8823, -0.7059], [3.7583, -1.0085, 1.0657], [5.4231, -0.9934, 0.4311], [3.3389, 1.3129, 1.0820], [5.4623, 2.6323, 1.4684], [5.6591, 0.9042, 1.7480], [6.2629, 1.6306, 0.2505], [2.8512, 2.4203, -1.1361], [4.5719, 2.7493, -1.3265], [3.6667, 3.5126, -0.0090], [-1.7491, -1.2022, 1.2144], [-0.7808, 0.0565, 2.0038]], "forces_ev_per_a": [[0.0, 0.0, -0.1], [0.4, 0.2, -0.7], [-0.3, -0.1, 0.9], [0.1, -0.2, 0.2], [0.0, 0.3, 0.1], [-0.8, -0.3, -0.6], [-0.1, 0.6, -0.5], [0.1, 0.0, 0.3], [-0.2, 0.0, -0.3], [0.1, 0.1, 0.4], [-0.5, 0.2, -0.5], [0.1, 0.0, 0.5], [0.2, -0.1, -0.3], [0.3, -0.1, 0.0], [-0.2, 0.1, 0.3], [0.2, -0.2, 0.0], [-0.1, 0.1, -0.2], [0.1, 0.4, 0.1], [-0.4, -0.3, -0.1], [0.0, -0.4, 0.2], [0.4, -0.6, 0.0], [0.0, 0.0, 0.0], [-0.1, -0.1, 0.0], [-0.1, 0.0, 0.0], [0.1, 0.0, 0.1], [0.1, 0.1, 0.1], [0.2, 0.2, 0.1], [-0.1, 0.0, 0.0], [0.0, 0.1, -0.1], [0.0, 0.0, -0.1], [0.1, 0.0, 0.1], [0.1, 0.0, 0.0], [0.1, 0.0, 0.0], [-0.1, 0.0, 0.1], [0.0, -0.1, -0.2], [0.0, 0.0, 0.1], [0.1, -0.1, -0.1], [0.0, 0.0, -0.1], [0.0, 0.0, 0.0], [-0.1, 0.0, 0.0], [0.1, 0.0, -0.1], [0.0, 0.1, 0.1], [0.1, 0.0, 0.1], [0.1, 0.0, -0.1], [-0.1, 0.0, -0.1], [0.1, 0.1, -0.1], [0.0, 0.1, 0.0], [0.2, -0.1, 0.2], [-0.1, -0.1, -0.1]], "gap_ev": 10.16, "smiles": "CCS(=O)(=O)N1CCC[C@@H](C(=O)NCCCOC(C)C)C1", "de_lowest_kj_mol": 47.4, "total_charge": 0}

=====

(4)
{"formula": "C14H28N2OS", "method": "the ωB97M-V functional and the def2-TZVPD basis", "species": ["C", "C", "C", "C", "N", "C", "C", "C", "C", "C", "S", "N", "C", "O", "C", "C", "C", "C", "H", "H", "H", "H", "H", "H", "H", "H", "H", "H", "H", "H", "H", "H", "H", "H", "H", "H", "H", "H", "H", "H", "H", "H", "H", "H", "H", "H"], "xyz": [[-4.5804, -1.5177, 0.8775], [-3.8360, -0.2085, 0.6491], [-3.6142, 0.0993, -0.8327], [-2.5294, -0.7598, -1.4880], [-1.1991, -0.5029, -0.9709], [-0.6435, 0.8141, -1.2277], [-0.4813, 1.6481, 0.0464], [0.1906, 2.9846, -0.2575], [0.3845, 3.8152, 1.0050], [-0.5632, -1.4375, -0.2628], [-1.2498, -2.8436, 0.2794], [0.7659, -1.2369, 0.1363], [1.8616, -0.9658, -0.6461], [1.7845, -0.6566, -1.8129], [3.1894, -1.0725, 0.1110], [3.1697, -0.1184, 1.3108], [4.3142, -0.6706, -0.8447], [3.4079, -2.5185, 0.5725], [-3.9865, -2.3647, 0.5471], [-5.5257, -1.5206, 0.3387], [-4.7881, -1.6495, 1.9365], [-2.8731, -0.2486, 1.1620], [-4.4127, 0.6091, 1.0892], [-3.3579, 1.1546, -0.9480], [-4.5449, -0.0718, -1.3773], [-2.5129, -0.5615, -2.5653], [-2.7519, -1.8159, -1.3338], [0.3213, 0.7155, -1.7315], [-1.3206, 1.3250, -1.9135], [0.1250, 1.0993, 0.7691], [-1.4592, 1.8241, 0.4996], [1.1597, 2.7994, -0.7264], [-0.4188, 3.5437, -0.9709], [1.0079, 3.2839, 1.7211], [-0.5735, 4.0237, 1.4760], [0.8639, 4.7620, 0.7692], [0.9662, -1.7696, 0.9749], [2.9914, 0.9027, 0.9797], [2.4000, -0.3870, 2.0312], [4.1319, -0.1496, 1.8174], [4.3260, -1.3286, -1.7094], [5.2760, -0.7305, -0.3418], [4.1650, 0.3460, -1.1995], [4.4045, -2.6186, 0.9970], [2.6911, -2.8219, 1.3335], [3.3245, -3.2023, -0.2696]], "forces_ev_per_a": [[0.1, 0.1, 0.0], [-0.1, -0.1, -0.2], [0.3, -0.1, 0.2], [-0.6, -0.1, -0.2], [0.5, -0.3, 0.1], [0.4, 0.5, 0.2], [0.0, 0.1, -0.3], [-0.1, -0.1, 0.3], [0.0, 0.0, -0.3], [-0.3, -0.2, -0.1], [-0.1, -0.6, 0.3], [0.1, 0.2, 0.3], [0.2, 0.1, 0.1], [0.1, -0.1, -0.3], [0.3, 0.1, -0.1], [0.0, -0.1, -0.1], [-0.3, 0.0, 0.0], [-0.1, 0.1, -0.1], [0.0, -0.1, 0.0], [-0.2, 0.0, 0.0], [-0.1, -0.1, 0.1], [0.0, 0.1, 0.1], [0.1, 0.0, 0.0], [0.0, 0.1, -0.1], [0.0, 0.1, -0.1], [0.1, 0.0, 0.1], [0.1, 0.1, -0.1], [-0.3, 0.0, 0.0], [0.0, -0.1, 0.0], [0.0, 0.0, 0.0], [0.0, 0.0, 0.1], [0.0, 0.0, -0.1], [0.0, 0.0, -0.1], [0.1, 0.0, 0.1], [-0.1, 0.0, 0.1], [0.0, 0.1, 0.1], [-0.1, 0.1, -0.2], [0.0, 0.1, 0.0], [-0.1, 0.0, 0.1], [0.1, 0.0, 0.1], [0.0, 0.0, -0.1], [0.1, 0.0, 0.1], [0.0, 0.1, -0.1], [0.1, 0.0, 0.1], [-0.1, -0.1, 0.1], [0.0, -0.1, 0.0]], "gap_ev": 8.83, "smiles": "CCCCN(CCCC)C(=S)NC(=O)C(C)(C)C", "de_lowest_kj_mol": 4.3, "total_charge": 0}